Entry from the OMol25 dataset: 14 unconnected molecules or ions with the total composition C16H57F3N24O15 in a non-equilibrium geometry (ωB97M-V/def2-TZVPD).

Properties
highest occupied orbital energy = -9.11 eV
energy relative to the best compared isomer or geometry (same formula, charge and spin) = 15.15 kcal/mol

Geometry as XYZ:
```
115
C16H57F3N24O15 ωB97M-V/def2-TZVPD
O 17.598 -0.723 -2.322
H 18.091 -0.460 -3.159
H 17.316 -1.650 -2.441
H 18.218 -0.697 -1.488
C 19.493 0.674 -0.132
O 18.770 1.233 -1.236
O 19.006 -0.565 0.034
C 21.018 0.719 -0.334
F 21.604 1.930 -0.188
F 21.646 -0.118 0.498
F 21.399 0.333 -1.601
C 18.713 2.649 -1.374
C 17.833 2.854 -2.606
H 16.882 2.324 -2.520
H 17.471 3.887 -2.500
H 18.232 2.732 -3.609
H 19.704 3.093 -1.511
H 18.175 3.162 -0.594
H 19.220 1.346 0.698
C 17.507 -4.134 -0.377
O 17.089 -5.142 -0.929
N 18.766 -3.631 -0.536
N 16.693 -3.334 0.387
H 18.938 -2.684 -0.246
H 19.468 -4.225 -0.949
H 15.784 -3.722 0.566
H 16.980 -2.496 0.860
C 21.503 5.734 -3.823
O 22.394 6.032 -3.048
N 21.486 6.036 -5.158
N 20.393 5.041 -3.384
H 20.647 5.869 -5.683
H 22.355 6.135 -5.652
H 19.804 4.456 -3.945
H 20.122 5.406 -2.486
C 12.780 1.895 -2.469
O 12.225 2.765 -1.816
N 12.173 1.194 -3.481
N 14.113 1.569 -2.286
H 12.768 0.572 -3.996
H 11.212 1.246 -3.755
H 14.598 2.172 -1.646
H 14.492 0.992 -3.008
C 21.906 -3.066 -2.305
O 21.156 -4.028 -2.203
N 21.645 -2.086 -3.222
N 22.943 -2.834 -1.463
H 20.814 -2.261 -3.752
H 21.977 -1.159 -3.027
H 23.583 -2.062 -1.494
H 23.097 -3.466 -0.698
C 15.866 4.971 -4.947
O 17.023 5.252 -4.701
N 15.346 3.704 -5.074
N 14.861 5.949 -4.977
H 15.933 2.927 -4.828
H 14.352 3.607 -5.008
H 15.119 6.712 -5.585
H 13.965 5.517 -5.120
C 13.945 6.318 -1.683
O 14.570 7.068 -0.956
N 14.255 5.005 -1.878
N 12.638 6.611 -2.110
H 13.491 4.347 -1.983
H 15.122 4.660 -1.498
H 12.295 6.069 -2.887
H 12.555 7.609 -2.254
C 15.598 3.398 1.067
O 15.884 4.509 0.623
N 16.490 2.374 0.939
N 14.420 3.124 1.683
H 16.325 1.473 1.345
H 17.341 2.703 0.521
H 14.193 2.309 2.216
H 13.781 3.903 1.656
C 24.803 2.866 -1.339
O 25.663 2.815 -2.210
N 24.051 3.970 -1.091
N 24.581 1.791 -0.522
H 23.375 3.953 -0.348
H 23.913 4.736 -1.731
H 23.817 1.692 0.119
H 25.147 0.982 -0.694
C 20.210 4.568 1.613
O 19.026 4.321 1.809
N 20.607 5.545 0.727
N 21.211 3.855 2.181
H 21.466 6.001 0.986
H 19.874 6.031 0.246
H 22.179 4.034 1.982
H 21.040 3.085 2.812
C 20.209 0.522 -4.655
O 19.033 0.338 -4.310
N 20.906 1.598 -4.189
N 20.831 -0.200 -5.618
H 20.424 2.136 -3.488
H 21.911 1.553 -4.170
H 20.361 -1.053 -5.868
H 21.740 0.013 -5.982
C 18.910 1.736 4.285
O 19.815 1.421 3.518
N 17.797 2.386 3.826
N 18.944 1.483 5.628
H 16.953 2.572 4.327
H 18.017 2.718 2.896
H 19.797 1.153 6.037
H 18.222 1.876 6.201
C 19.741 -2.590 3.197
O 19.919 -3.285 4.196
N 20.561 -2.607 2.113
N 18.784 -1.633 3.113
H 20.269 -2.050 1.325
H 21.243 -3.338 2.072
H 18.166 -1.360 3.849
H 18.780 -1.071 2.273
```

Entry from the OMol25 dataset: 2 unconnected molecules or ions with the total composition C3H3BrS in a non-equilibrium geometry (ωB97M-V/def2-TZVPD).

Properties
highest occupied orbital energy (alpha / beta) = -7.84 / -7.84 eV
energy relative to the best compared isomer or geometry (same formula, charge and spin) = 90.55 kcal/mol

Geometry as XYZ:
```
8
C3H3BrS ωB97M-V/def2-TZVPD
C -1.127 1.469 0.687
C -0.778 0.249 0.686
C 1.069 -0.843 0.817
S -2.221 0.157 -0.295
Br 2.124 0.417 -0.108
H -1.027 2.487 0.845
H 0.583 -1.606 0.374
H 1.465 -0.967 1.761
```

Entry from the OMol25 dataset: 2 unconnected molecules or ions with the total composition CH4O3 in a non-equilibrium geometry (ωB97M-V/def2-TZVPD).

Properties
highest occupied orbital energy = -8.88 eV
energy relative to the best compared isomer or geometry (same formula, charge and spin) = 77.96 kcal/mol

Geometry as XYZ:
```
8
CH4O3 ωB97M-V/def2-TZVPD
C 0.056 0.048 -0.638
O 1.334 0.419 -0.749
O -0.159 -1.219 -0.347
O -0.456 0.568 1.453
H -0.710 0.541 -1.090
H 2.022 0.072 -0.181
H -0.897 -1.577 0.153
H -1.189 1.148 1.398
```

Entry from the OMol25 dataset: a molecular structure, C27H34F3N10NiO4P (ωB97M-V/def2-TZVPD).

Properties
<S²> = 2.072
2S+1 = 3
highest occupied orbital energy (alpha / beta) = -7.22 / -7.79 eV

Geometry as XYZ:
```
80
C27H34F3N10NiO4P ωB97M-V/def2-TZVPD
Ni -0.258 0.147 0.084
C 0.137 2.554 3.683
C -0.861 1.448 3.882
C -1.881 1.636 4.811
C -2.810 0.643 5.075
C -2.703 -0.574 4.417
C -1.699 -0.798 3.481
C -1.550 -2.159 2.863
C -0.792 0.230 3.182
N 0.148 0.045 2.139
C 1.450 0.149 2.411
O 2.036 0.147 3.493
C 2.294 0.315 1.153
C 3.666 0.489 1.145
C 4.291 0.725 -0.073
C 3.551 0.789 -1.250
C 2.186 0.596 -1.171
N 1.623 0.369 0.011
C 1.240 0.633 -2.363
O 1.726 0.830 -3.477
N -0.042 0.456 -2.021
C -0.991 0.404 -3.080
C -1.881 1.477 -3.261
C -1.781 2.715 -2.418
C -2.860 1.414 -4.249
C -2.974 0.308 -5.073
C -2.065 -0.727 -4.927
C -1.062 -0.694 -3.958
C -0.065 -1.821 -3.932
H -0.301 3.516 3.953
H 0.494 2.615 2.656
H 1.016 2.377 4.305
H -1.935 2.582 5.339
H -3.594 0.806 5.804
H -3.394 -1.379 4.645
H -2.205 -2.871 3.366
H -0.521 -2.506 2.947
H -1.815 -2.155 1.806
H 4.196 0.445 2.086
H 5.364 0.866 -0.107
H 3.992 0.980 -2.218
H -0.759 3.092 -2.402
H -2.070 2.514 -1.385
H -2.431 3.496 -2.815
H -3.530 2.257 -4.375
H -3.733 0.270 -5.844
H -2.099 -1.573 -5.606
H -0.142 -2.396 -4.854
H -0.231 -2.499 -3.097
H 0.953 -1.443 -3.851
N -4.038 1.648 1.764
C -4.549 1.154 0.482
P -3.672 -0.379 0.091
O -4.275 -1.548 0.811
O -2.188 -0.170 0.168
C -4.045 -0.811 -1.663
N -3.707 -2.278 -1.679
H -4.013 0.927 2.481
H -4.597 2.415 2.114
H -2.377 2.244 1.315
H -4.342 1.896 -0.296
H -5.622 0.937 0.477
H -3.431 -0.300 -2.395
H -5.101 -0.701 -1.899
H -4.165 -2.787 -2.428
H -3.986 -2.618 -0.729
H -2.693 -2.392 -1.764
N -2.467 4.774 0.716
N -1.299 4.061 1.048
N -0.161 4.335 0.310
C 0.309 3.152 0.002
N -0.444 2.123 0.398
N -1.469 2.693 1.037
H -2.487 5.598 1.302
H -2.394 5.065 -0.256
H 1.227 3.016 -0.549
F 1.084 -1.991 -1.084
C 0.119 -1.738 -0.186
F 0.487 -2.372 0.924
F -0.993 -2.394 -0.650
```

no.,E_tot (Ha)
1,-3386.6460
2,-3088.1045
3,-266.1118
4,-4047.0983